Entry 1:
Below is C14H20N2O3PtS2 as an isolated structure at a distorted geometry, with properties calculated with ωB97M-V with the def2-TZVPD basis set.

Summary:
highest occupied orbital energy = -6.378 eV
charge = 0
gap between HOMO and LUMO = 0.2348 hartree
largest force on an atom = 1.1 eV Å⁻¹

Geometry (Å):
Pt 0.014 -1.236 -0.807
C 3.801 2.912 -0.768
N 3.583 1.535 -1.171
C 4.744 0.790 -1.635
C 2.357 0.982 -1.303
O 2.156 -0.125 -1.758
C 1.172 1.781 -0.776
O -0.005 1.076 -1.114
C -1.162 1.727 -0.626
C -2.369 0.955 -1.144
O -2.183 -0.111 -1.691
N -3.588 1.490 -0.915
C -3.779 2.817 -0.357
C -4.765 0.780 -1.393
H 4.731 2.973 -0.206
H 3.004 3.270 -0.121
H 3.880 3.580 -1.631
H 5.558 0.917 -0.922
H 5.071 1.141 -2.617
H 4.484 -0.261 -1.708
H 1.147 2.771 -1.239
H 1.258 1.899 0.310
H -1.187 2.759 -0.988
H -1.166 1.734 0.469
H -2.992 3.068 0.350
H -4.722 2.837 0.185
H -3.815 3.588 -1.132
H -4.520 -0.270 -1.514
H -5.103 1.174 -2.355
H -5.566 0.887 -0.662
S -0.016 -1.044 1.456
C -0.008 -2.712 2.036
C -0.020 -2.969 3.409
C -0.016 -4.268 3.885
C 0.000 -5.331 2.982
C 0.013 -5.073 1.624
C 0.010 -3.760 1.145
S 0.025 -3.463 -0.590
H -0.032 -2.130 4.098
H -0.025 -4.453 4.952
H 0.001 -6.353 3.340
H 0.026 -5.886 0.905

Results of the Mulliken charge analysis, in e, for atoms 1 through 5:
1 Pt 0.872
2 C -0.953
3 N 0.122
4 C -1.010
5 C 0.615


Entry 2:
Below is C14H20N2Pt as an isolated structure at a distorted geometry, with properties calculated with ωB97M-V with the def2-TZVPD basis set.

Summary:
spin multiplicity = 3
highest occupied orbital energy (spin up / spin down) = -5.069 / -6.868 eV
⟨S²⟩ = 2.020
charge = 0
gap between HOMO and LUMO (spin up / spin down) = 0.1664 / 0.2427 hartree
largest force on an atom = 6.3 eV Å⁻¹

Geometry (Å):
C -0.430 0.892 2.311
C -0.297 -0.611 2.291
H 0.615 0.920 2.743
H -1.317 1.061 2.834
H -0.413 1.571 1.455
H 0.066 -1.400 1.626
H 0.501 -0.655 3.020
H -1.288 -0.874 2.538
C 0.478 2.588 -1.712
C 0.823 3.470 -2.731
C 1.075 2.942 -4.019
C 1.011 1.535 -4.248
H 0.367 2.875 -0.689
H 0.884 4.542 -2.544
H 1.270 3.578 -4.867
H 1.107 1.070 -5.248
N 0.355 1.262 -1.938
C 0.673 0.700 -3.139
C 0.560 -0.762 -3.169
N 0.190 -1.307 -1.966
C 0.082 -2.631 -1.763
C 0.519 -2.999 -4.100
C 0.215 -3.531 -2.823
H -0.045 -2.907 -0.742
H 0.093 -4.604 -2.659
C 0.706 -1.618 -4.288
H 0.883 -1.145 -5.290
H 0.592 -3.648 -4.966
Pt 0.097 -0.052 -0.559
C -1.986 0.036 -0.489
H -2.337 -0.993 -0.607
H -2.314 0.652 -1.331
H -2.286 0.446 0.474
C 2.068 -0.154 0.113
H 2.755 -0.190 -0.737
H 2.282 0.729 0.725
H 2.219 -1.036 0.743

Results of the Mulliken charge analysis, in e, for atoms 1 through 5:
1 C -0.896
2 C -0.921
3 H 0.283
4 H 0.304
5 H 0.254